(1)
Below is C40H41N6O9PZr as an isolated structure, with properties calculated with wB97M-V/def2-TZVPD.

HOMO level in eV: -7.1932
HOMO-LUMO gap in eV: 6.39

```
! wB97M-V def2-TZVPD RIJCOSX def2/J DEFGRID3
* xyz 0 1
Zr 0.016 0.063 0.030
O -1.614 -0.868 0.726
C -1.629 -2.242 0.804
C -2.500 -2.935 1.914
C -3.813 -3.505 1.532
C -4.066 -3.808 0.256
C -3.117 -3.487 -0.788
C -1.975 -2.809 -0.568
C -1.083 -2.418 -1.642
N 0.109 -1.874 -1.445
C 0.700 -1.761 -2.679
C -0.143 -2.230 -3.633
N -1.264 -2.650 -2.965
H -2.578 -2.277 2.782
H -4.539 -3.705 2.311
H -5.001 -4.270 -0.033
H -3.379 -3.788 -1.796
H 1.690 -1.353 -2.795
H -0.049 -2.279 -4.703
H -2.099 -3.000 -3.400
C 0.490 4.211 1.869
C 1.231 3.923 3.011
C 1.418 2.609 3.391
C 0.887 1.577 2.610
C 0.184 1.833 1.413
C -0.011 3.183 1.090
C 0.907 0.176 3.057
C 1.107 -0.196 4.385
C 0.807 -1.479 4.785
C 0.271 -2.382 3.870
C -0.242 -3.684 4.289
C -1.002 -4.419 3.482
C -1.319 -3.948 2.106
C -0.374 -2.901 1.491
C 0.191 -1.975 2.535
N 0.544 -0.747 2.141
H 0.334 5.240 1.572
H 1.652 4.728 3.600
H 2.002 2.390 4.277
H -0.560 3.448 0.191
H 1.438 0.536 5.107
H 0.927 -1.773 5.821
H -0.016 -4.003 5.300
H -1.421 -5.362 3.811
H -1.471 -4.787 1.427
H 0.419 -3.248 0.832
O 2.942 5.620 -3.525
C 3.150 5.440 -2.318
O 3.641 6.144 -1.423
C 2.686 4.027 -1.801
C 3.082 3.578 -0.547
C 2.613 2.373 -0.074
N 1.768 1.583 -0.755
C 1.400 2.028 -1.975
C 1.839 3.211 -2.537
C 0.345 1.215 -2.677
O 0.270 1.159 -3.882
O -0.475 0.621 -1.845
H 3.726 4.209 0.051
H 2.885 2.045 0.920
H 1.515 3.507 -3.525
C 4.540 0.068 0.530
N 4.538 -1.365 0.310
C 5.864 -1.946 0.135
C 5.784 -3.373 -0.364
C 4.683 -4.034 0.446
N 3.416 -3.382 0.148
C 2.430 -4.204 -0.523
C 3.351 -2.011 0.148
O 2.286 -1.370 0.073
H 4.780 0.613 -0.386
H 5.279 0.315 1.294
H 3.556 0.364 0.866
H 6.387 -1.921 1.097
H 6.425 -1.318 -0.562
H 6.742 -3.877 -0.237
H 5.518 -3.396 -1.423
H 4.905 -3.940 1.514
H 4.586 -5.093 0.215
H 2.847 -4.634 -1.441
H 1.580 -3.594 -0.790
H 2.111 -5.021 0.128
C -4.612 -0.152 -0.065
O -3.922 0.833 -0.826
P -2.546 1.524 -0.247
O -3.135 2.256 1.090
C -2.825 1.789 2.404
O -2.593 2.845 -1.167
C -2.696 2.739 -2.594
H -5.268 -0.686 -0.751
H -5.217 0.324 0.712
H -3.926 -0.854 0.401
H -3.763 1.621 2.936
H -2.247 2.548 2.932
H -2.253 0.862 2.381
H -2.136 3.566 -3.025
H -3.743 2.811 -2.889
H -2.286 1.799 -2.964
*
```

(2)
Below is C40H42AsCrN3P as an isolated structure, with properties calculated with wB97M-V/def2-TZVPD.

HOMO level (alpha / beta) in eV: -9.7148 / -10.5099
HOMO-LUMO gap (alpha / beta) in eV: 7.44 / 8.13

```
! wB97M-V def2-TZVPD RIJCOSX def2/J DEFGRID3
* xyz 1 5
Cr 0.899 -0.725 0.404
N 0.252 -2.634 -2.032
C 0.394 -3.409 -0.888
C -0.041 -4.739 -0.939
C 0.108 -5.521 0.180
C 0.694 -4.978 1.319
C 1.066 -3.656 1.294
N 0.900 -2.862 0.215
C 1.129 -1.652 -2.487
C 1.430 -1.609 -3.851
C 2.286 -0.638 -4.309
C 2.846 0.260 -3.405
C 2.485 0.159 -2.083
N 1.614 -0.760 -1.624
H -0.166 -3.154 -2.789
H -0.478 -5.132 -1.848
H -0.219 -6.553 0.164
H 0.846 -5.563 2.214
H 1.501 -3.181 2.159
H 1.005 -2.347 -4.519
H 2.531 -0.587 -5.362
H 3.538 1.028 -3.717
H 2.875 0.854 -1.351
C 4.130 1.194 1.183
C 3.743 2.444 0.447
C 4.742 3.273 -0.053
C 4.438 4.457 -0.711
C 3.117 4.835 -0.878
C 2.105 4.022 -0.389
C 2.402 2.829 0.265
P 1.088 1.727 0.879
C -0.474 2.636 0.559
C -1.124 3.304 1.595
C -2.319 3.976 1.381
C -2.886 3.979 0.119
C -2.248 3.315 -0.920
C -1.044 2.645 -0.726
C -0.391 1.974 -1.900
C 1.286 1.733 2.674
C 1.569 2.897 3.396
C 1.610 2.862 4.775
C 1.362 1.657 5.433
C 1.124 0.502 4.715
C 1.110 0.504 3.315
C 1.014 -0.770 2.525
H 4.015 1.321 2.262
H 5.168 0.936 0.977
H 3.507 0.334 0.910
H 5.778 2.986 0.084
H 5.237 5.084 -1.087
H 2.871 5.761 -1.380
H 1.073 4.326 -0.511
H -0.707 3.290 2.591
H -2.801 4.489 2.203
H -3.818 4.498 -0.063
H -2.686 3.326 -1.911
H -0.960 2.158 -2.811
H -0.329 0.894 -1.754
H 0.625 2.342 -2.061
H 1.749 3.829 2.871
H 1.824 3.760 5.339
H 1.378 1.623 6.515
H 0.975 -0.436 5.238
H 0.298 -1.445 3.012
H 1.996 -1.259 2.656
C -2.780 0.296 1.764
As -1.904 -0.740 0.373
C -2.300 -2.530 1.044
C -3.265 -0.551 -1.065
C -3.630 -1.837 -1.727
C -2.946 -2.260 -2.865
C -3.237 -3.477 -3.464
C -4.224 -4.294 -2.932
C -4.929 -3.873 -1.812
C -4.637 -2.655 -1.219
H -3.757 -0.139 1.973
H -2.895 1.328 1.437
H -2.169 0.280 2.666
H -2.070 -3.285 0.296
H -3.349 -2.620 1.320
H -1.678 -2.690 1.925
H -2.849 0.141 -1.798
H -4.128 -0.067 -0.606
H -2.199 -1.602 -3.299
H -2.715 -3.778 -4.366
H -4.460 -5.239 -3.401
H -5.717 -4.492 -1.405
H -5.203 -2.331 -0.352
*
```

Across the entries above, ΔE to the lowest compared entry with this formula, charge and spin takes the values 80.61; 7.12 kcal per mole, respectively.